This record from OMol25 describes a gas-phase ion, C5H13N2 (charge +1). The level of theory is wB97M-V/def2-TZVPD.

Computed properties:
Max |F| = 3.7 eV/Å
HOMO = -13.11 eV
Spin multiplicity = 1
Total charge = +1
Relative energy (zero: lowest compared OMol25 entry of this formula, charge and spin) = 292.2 kJ/mol
Orbital gap = 0.3100 hartree
Electronic energy = -307.510316 Eh

```
20
Properties=species:S:1:pos:R:3:nbo_charge:R:1
C -1.750 0.762 -0.486 -0.63
C -0.528 -0.206 -0.058 0.25
C -0.515 -0.339 1.476 -0.65
N -0.500 -1.388 -0.808 -0.89
C 0.725 0.843 -0.470 -0.58
C 2.038 0.626 -0.010 0.31
N 2.721 -0.468 -0.185 -0.66
H -1.781 1.587 0.303 0.22
H -2.723 0.183 -0.397 0.24
H -1.528 1.052 -1.544 0.21
H 0.405 -0.774 1.663 0.20
H -1.139 -1.228 1.742 0.24
H -0.843 0.664 1.929 0.25
H -0.908 -1.325 -1.778 0.41
H -0.490 -2.373 -0.324 0.42
H 0.336 1.809 -0.145 0.25
H 0.610 0.829 -1.469 0.26
H 2.410 1.325 0.804 0.24
H 3.537 -0.680 0.466 0.45
H 2.533 -1.223 -0.933 0.46
```